C3H8N | the ωB97M-V functional and the def2-TZVPD basis

Structure (XYZ):
```
12
Properties=species:S:1:pos:R:3:forces:R:3
C -1.50855 0.17673 -0.48698 2.29 -1.82 1.89
C -0.23920 0.16643 0.00044 -0.95 -0.71 -1.38
C 0.94637 1.11032 -0.01915 -2.00 -0.57 -0.73
N 0.24842 -1.27432 0.45602 0.66 2.82 -0.27
H -2.15202 -0.71019 -0.21400 0.52 1.18 -0.92
H -1.81158 0.96260 -1.12790 -0.73 0.81 0.00
H 0.74236 1.89812 -0.70024 -0.39 0.64 -1.02
H 1.08890 1.68714 0.87792 0.62 -0.61 0.83
H 1.71368 0.52251 -0.47586 1.32 0.16 0.33
H 0.15709 -1.95875 -0.28789 0.27 -0.04 -0.12
H -0.40818 -1.44760 1.16815 -0.59 -1.08 1.60
H 1.22271 -1.13300 0.80948 -1.04 -0.80 -0.20
```
Positions in Å, forces in eV/Å.

Summary:
ΔE to the lowest compared entry with this formula, charge and spin ... 19.3 kcal per mole
Charge ... +1
Structure (SMILES) ... C=C(C)[NH3+]
HOMO energy ... -15.10 eV
E ... -173.55202 a.u.

C3H8O2 | the ωB97M-V functional and the def2-TZVPD basis

Structure (XYZ):
```
13
Properties=species:S:1:pos:R:3:forces:R:3
C -0.29631 -1.12913 1.55487 1.31 3.24 -0.51
C -0.34808 -0.09451 0.64322 -1.55 -3.47 1.35
C 0.58117 1.07485 0.66913 -0.30 1.19 1.08
O -1.47387 -0.16514 -0.18660 0.42 1.37 -1.11
H 0.10141 -0.75668 2.49416 0.87 -0.96 0.04
H -0.61475 -2.14448 1.44166 -0.90 0.03 -0.04
H 1.08795 1.04585 1.65385 -0.34 0.02 -0.37
H 0.13599 2.09637 0.57489 -0.02 -0.94 -0.08
H 1.41724 1.02867 -0.02000 -0.10 -0.33 -0.52
H -1.54163 -0.78512 -0.92221 0.64 -0.24 0.16
O 0.08926 -0.19212 -2.78480 -1.28 -0.96 -1.07
H 0.96465 -0.20386 -3.16900 0.25 0.54 0.88
H -0.10304 0.22528 -1.94918 0.99 0.50 0.19
```
Positions in Å, forces in eV/Å.

Summary:
ΔE to the lowest compared entry with this formula, charge and spin ... 53.9 kcal per mole
Structure (SMILES) ... C=C(C)O.O
HOMO energy ... -8.81 eV
E ... -269.50893 a.u.

C4H8O2 | the ωB97M-V functional and the def2-TZVPD basis

Structure (XYZ):
```
14
Properties=species:S:1:pos:R:3:forces:R:3
C -1.34390 0.76542 -0.67054 0.16 0.00 0.11
C -0.45198 0.78228 0.32019 -0.25 -0.23 -0.22
O 0.17416 1.89793 0.80009 -0.19 0.18 -0.01
C 0.02799 -0.44282 1.04412 -0.05 -0.09 0.01
C 1.43255 -0.82359 0.62295 0.11 -0.32 -0.08
O 1.72682 -1.92852 0.23430 -0.06 0.51 0.22
H -1.80678 -0.16913 -0.96854 0.13 0.17 0.06
H -1.60046 1.65823 -1.23344 -0.04 -0.04 0.18
H -0.32041 2.67859 0.51946 0.20 -0.05 -0.09
H 0.04422 -0.21169 2.11715 0.02 -0.11 -0.09
H -0.62177 -1.29887 0.85499 0.04 0.13 0.04
H 2.19252 -0.01852 0.69138 -0.07 -0.10 -0.04
H 0.04636 -1.24891 -2.38652 0.07 -0.06 0.01
H 0.50068 -1.64040 -1.94561 -0.06 0.00 -0.12
```
Positions in Å, forces in eV/Å.

Summary:
ΔE to the lowest compared entry with this formula, charge and spin ... 57.9 kcal per mole
Structure (SMILES) ... C=C(O)CC=O.[H][H]
HOMO energy ... -9.22 eV
E ... -307.62010 a.u.

C28H22N4O4 | the ωB97M-V functional and the def2-TZVPD basis

Structure (XYZ):
```
58
Properties=species:S:1:pos:R:3:forces:R:3
C 6.12023 0.20544 -5.77679 -0.06 -0.07 -0.02
C 5.65150 0.36679 -4.36357 0.05 0.00 0.03
C 4.76977 1.38218 -4.01404 0.05 -0.08 0.06
C 4.32371 1.51722 -2.71426 0.02 -0.08 0.12
C 4.75274 0.63244 -1.72944 0.16 -0.11 -0.35
N 4.26697 0.82552 -0.42586 -0.20 0.37 -0.18
C 4.52152 0.10532 0.68815 -0.33 0.26 0.53
O 5.25325 -0.85147 0.78168 0.18 -0.20 0.03
C 3.74002 0.64645 1.90684 0.52 -0.14 -0.06
N 2.31983 0.56007 1.69942 -0.07 0.73 -0.10
C 1.53019 1.55172 1.26921 -0.43 0.37 -0.20
O 2.02039 2.75461 0.95224 0.21 -0.53 0.31
C 0.19713 1.12809 1.14233 0.39 -0.45 -0.04
N -0.66705 2.05740 0.70452 0.20 0.31 -0.05
N -1.86091 1.87408 0.38399 0.04 1.27 0.25
C -2.50305 0.72531 -0.01854 0.13 -1.06 -0.74
O -2.00252 -0.01686 -0.84917 -0.08 0.08 0.44
C -3.89525 0.58400 0.46784 -0.05 -0.33 -0.02
C -4.49646 -0.64147 0.27628 0.14 0.21 0.01
C -5.80099 -0.90663 0.71710 -0.11 0.24 0.14
C -6.42091 -2.16108 0.53200 -0.20 -0.15 0.03
C -7.69521 -2.37813 0.97285 0.24 -0.25 -0.18
C -8.40447 -1.35181 1.61997 -0.02 0.32 0.12
C -7.83161 -0.12694 1.81517 -0.26 -0.14 0.05
C -6.51756 0.13312 1.37011 0.33 -0.12 -0.18
C -5.90052 1.38199 1.54887 0.29 0.19 -0.04
C -4.61410 1.62377 1.12241 -0.30 0.02 0.15
O -4.09474 2.85027 1.33079 -0.11 0.10 0.06
C 0.18990 -0.25941 1.56660 0.19 -0.07 0.04
C -0.79126 -1.22395 1.75913 0.06 0.05 -0.05
C -0.40829 -2.47578 2.20493 -0.05 -0.09 0.04
C 0.92216 -2.77974 2.46951 -0.02 -0.02 0.02
C 1.91424 -1.82604 2.32272 0.11 0.13 -0.02
C 1.52990 -0.57272 1.88661 -0.73 -0.45 0.01
C 5.63347 -0.38873 -2.06612 0.02 -0.11 0.20
C 6.07125 -0.51073 -3.37125 -0.13 0.21 -0.12
H 5.50534 -0.53457 -6.29007 0.01 -0.03 -0.11
H 7.15133 -0.13958 -5.80515 0.07 0.00 -0.07
H 6.04537 1.14331 -6.32167 0.03 0.03 -0.08
H 4.42732 2.07666 -4.76730 -0.03 0.07 -0.07
H 3.63751 2.31323 -2.45919 -0.08 0.09 0.03
H 3.64591 1.61962 -0.33294 0.11 -0.13 0.09
H 4.01621 0.05286 2.78071 -0.01 0.11 -0.14
H 4.00446 1.69368 2.07695 -0.03 -0.13 0.05
H 1.25884 3.31765 0.73236 -0.16 -0.05 -0.05
H -3.93274 -1.41276 -0.23081 0.06 -0.03 -0.05
H -5.86718 -2.94304 0.03230 0.04 -0.09 -0.05
H -8.16810 -3.33841 0.82810 0.00 -0.08 -0.03
H -9.41157 -1.54185 1.96201 -0.07 0.03 0.04
H -8.37606 0.66324 2.31177 -0.07 0.06 0.05
H -6.43749 2.18147 2.03609 -0.05 0.11 0.05
H -3.18959 2.88100 0.95053 -0.11 -0.07 -0.01
H -1.83100 -1.01657 1.56825 -0.06 -0.02 -0.01
H -1.16162 -3.23564 2.34638 -0.07 -0.07 0.01
H 1.18592 -3.77192 2.80168 0.04 -0.08 0.03
H 2.94668 -2.05822 2.53063 0.14 -0.04 0.01
H 5.97087 -1.07739 -1.31028 0.01 -0.01 0.03
H 6.75634 -1.30709 -3.62259 0.08 -0.09 -0.02
```
Positions in Å, forces in eV/Å.

Summary:
Structure (SMILES) ... Cc1ccc(NC(=O)Cn2c(O)c(/N=N\C(=O)c3cc4ccccc4cc3O)c3ccccc32)cc1
HOMO energy ... -7.88 eV
E ... -1600.19861 a.u.

C6H10ClN2 | the ωB97M-V functional and the def2-TZVPD basis

Structure (XYZ):
```
19
Properties=species:S:1:pos:R:3:forces:R:3
C 2.49554 0.43500 -1.37403 0.42 -1.64 -2.81
C 1.42351 0.50818 -0.44174 0.01 1.65 3.98
C 1.48271 1.01277 0.87011 -2.30 -1.64 -2.35
N 0.16916 0.79682 1.36867 2.42 1.61 2.73
C -0.57360 0.30290 0.41994 -2.61 -0.74 0.82
C -2.00722 -0.12099 0.53131 1.02 0.44 -1.78
C -2.02316 -1.62313 0.40643 -3.14 -1.30 -1.84
Cl -2.77412 0.65369 -0.90818 -0.30 -0.02 -0.14
N 0.14177 0.06817 -0.66190 1.36 0.65 -2.95
H 3.33934 -0.09781 -0.89495 -0.55 -0.56 -0.84
H 2.04892 0.00879 -2.39565 1.70 0.65 2.09
H 2.95203 1.37732 -1.54409 0.01 1.17 -0.52
H 2.19232 1.57165 1.41999 0.67 0.06 0.33
H 0.02215 1.00583 2.43469 -0.53 -0.72 -3.04
H -2.49811 0.37564 1.35380 -0.06 -0.54 0.53
H -1.28017 -2.16714 -0.17779 0.31 0.93 -0.34
H -3.03549 -2.01714 -0.03418 1.70 0.98 0.94
H -1.94694 -2.05498 1.34151 0.06 -0.84 2.24
H -0.12865 -0.03555 -1.71395 -0.19 -0.14 2.95
```
Positions in Å, forces in eV/Å.

Summary:
ΔE to the lowest compared entry with this formula, charge and spin ... 15.9 kcal per mole
Charge ... +1
Structure (SMILES) ... Cc1c[nH+]c([C@H](C)Cl)[nH]1
HOMO energy ... -13.53 eV
E ... -804.06742 a.u.

C48H38AsF2N4Rh | the ωB97M-V functional and the def2-TZVPD basis

Structure (XYZ):
```
94
Properties=species:S:1:pos:R:3:forces:R:3
Rh 0.42019 -0.34280 0.08751 -0.13 0.09 0.39
C -3.43351 2.74260 -5.67084 0.01 0.04 -0.01
C -4.27344 2.59909 -4.57871 -0.08 0.01 -0.07
C -3.77271 2.17253 -3.35739 0.07 0.09 0.14
C -2.41417 1.90258 -3.20059 0.03 0.08 -0.08
C -1.57158 2.08194 -4.30705 -0.07 -0.03 0.05
C -2.07624 2.48175 -5.53083 -0.06 0.02 -0.02
C -1.80778 1.36689 -1.95923 -0.22 -0.47 0.14
C -0.65906 2.06341 -1.44536 0.45 0.14 0.05
C -0.34808 3.41305 -1.79289 -0.02 -0.01 0.08
C 0.92061 3.65333 -1.35415 -0.01 0.00 0.00
C 1.36628 2.45538 -0.69948 -0.22 -0.07 -0.02
C 2.65462 2.26943 -0.11318 0.08 -0.28 0.12
C 3.68793 3.29934 -0.38734 -0.05 0.11 -0.08
C 3.60672 4.58911 0.13608 -0.01 -0.09 0.03
C 4.52749 5.55931 -0.22929 -0.03 0.05 0.05
C 5.54317 5.25780 -1.12519 0.02 -0.01 0.00
C 5.64735 3.97159 -1.63461 0.03 -0.02 -0.01
C 4.73078 2.99936 -1.26365 -0.05 0.00 0.04
C 2.99387 1.16982 0.68344 -0.17 0.37 -0.10
N 2.25430 0.02631 0.86728 0.25 -0.13 0.21
C 2.88805 -0.70263 1.83467 0.11 0.41 -0.04
C 2.46930 -1.99265 2.28247 -0.56 -0.49 -0.42
C 3.21425 -2.66388 3.36579 0.13 -0.08 0.27
C 4.59357 -2.87361 3.30187 -0.05 -0.02 -0.13
C 5.26152 -3.52564 4.32525 0.02 -0.04 0.05
C 4.56613 -3.97910 5.43728 -0.03 0.00 -0.03
C 3.19528 -3.77983 5.51430 0.05 -0.07 0.07
C 2.52622 -3.13301 4.48920 0.01 0.16 -0.06
C 1.42279 -2.71479 1.69126 0.61 0.39 0.25
C 1.20917 -4.12264 1.87037 -0.29 -0.33 -0.11
C 0.19127 -4.47865 1.04445 0.33 -0.21 0.28
C -0.24530 -3.28975 0.38443 -0.26 0.18 -0.14
N 0.52829 -2.23216 0.77317 -0.07 -0.41 0.06
C -1.38342 -3.21874 -0.42222 0.22 0.24 0.24
C -1.96570 -2.01046 -0.87156 -0.22 0.01 -0.22
C -3.20264 -1.92579 -1.57323 0.16 -0.01 0.13
C -3.33992 -0.63077 -1.97801 0.01 0.05 -0.03
C -2.17990 0.07189 -1.53608 0.15 -0.01 -0.18
N -1.37290 -0.77529 -0.81614 -0.30 0.02 -0.03
C -2.00016 -4.48670 -0.88771 -0.14 -0.10 -0.10
C -3.21695 -4.95115 -0.39603 0.05 0.10 0.08
C -3.80431 -6.08833 -0.92968 -0.05 -0.03 0.06
C -3.18538 -6.77954 -1.96061 0.01 0.05 -0.01
C -1.96879 -6.32741 -2.45122 0.01 -0.05 -0.01
C -1.37882 -5.19282 -1.91630 0.01 0.04 0.00
C 4.04056 0.00320 2.28885 -0.02 -0.06 0.00
C 4.12601 1.14834 1.55077 0.19 -0.04 0.05
N 0.38036 1.51232 -0.73755 -0.12 0.40 -0.38
H -3.83144 3.06528 -6.62430 0.00 -0.01 0.00
H -5.32794 2.82206 -4.68242 0.00 -0.02 0.04
H -4.43717 2.07721 -2.50729 -0.01 -0.05 0.00
H -0.51218 1.88358 -4.20155 0.01 -0.03 0.01
H -1.41667 2.58315 -6.38328 0.03 0.02 0.03
H -1.01463 4.07278 -2.32249 0.04 0.02 -0.03
H 1.50098 4.55109 -1.46883 0.03 0.02 0.01
H 2.81407 4.82509 0.83614 -0.02 0.02 -0.03
H 4.44306 6.55545 0.18675 0.03 0.00 -0.02
H 6.25128 6.01946 -1.42483 0.00 0.00 0.02
H 6.43548 3.72537 -2.33492 0.01 0.01 0.02
H 4.80156 1.99705 -1.66899 0.00 0.01 -0.02
H 5.13871 -2.55322 2.42341 0.00 0.03 0.00
H 6.32863 -3.69219 4.25242 0.00 0.01 -0.03
H 5.08694 -4.49341 6.23442 0.01 0.02 0.00
H 2.64700 -4.13467 6.37769 -0.02 0.03 -0.01
H 1.45797 -2.96935 4.55881 -0.01 -0.01 -0.02
H 1.78344 -4.76314 2.51754 0.00 0.01 0.00
H -0.24704 -5.45508 0.91450 0.03 0.02 -0.02
H -3.89175 -2.73597 -1.73592 0.04 -0.06 -0.05
H -4.14965 -0.20647 -2.54330 0.00 -0.03 -0.05
H -3.70727 -4.41043 0.40471 0.00 0.01 -0.01
H -4.75576 -6.42697 -0.53942 0.02 -0.03 0.00
H -3.65218 -7.65799 -2.38629 0.00 -0.01 0.01
H -1.48093 -6.85176 -3.26295 0.00 -0.01 0.01
H -0.44054 -4.82945 -2.31790 0.01 0.00 0.03
H 4.70159 -0.31406 3.07599 0.00 -0.02 0.00
H 4.85843 1.93629 1.61623 0.00 -0.03 0.03
C -3.61604 4.03448 0.05421 -0.08 -0.03 0.07
As -2.74879 2.51222 0.95741 -0.17 0.30 -0.11
C -4.33267 1.36306 1.12801 0.00 0.07 -0.02
C -2.81602 3.22543 2.78960 -0.01 -0.02 -0.06
H -4.53352 4.33276 0.56484 0.00 -0.01 0.00
H -3.85318 3.76538 -0.97627 0.03 0.00 0.03
H -2.93068 4.88216 0.03179 0.02 -0.02 0.02
H -5.17629 1.94342 1.50519 -0.01 -0.01 -0.01
H -4.10513 0.55907 1.82605 0.02 -0.01 -0.01
H -4.59468 0.91840 0.16788 0.03 0.02 -0.01
H -3.76581 3.73311 2.96301 0.00 -0.01 0.01
H -1.99459 3.92037 2.95731 0.00 0.00 -0.03
H -2.71694 2.39710 3.49024 0.03 -0.01 -0.01
F -1.58155 -0.04541 2.01959 0.25 -0.04 0.02
C -0.23100 0.16320 1.88918 -0.20 0.11 -0.21
F -0.01123 1.48454 2.14887 0.01 -0.14 -0.01
H 0.25876 -0.40125 2.68686 0.06 -0.11 -0.16
```
Positions in Å, forces in eV/Å.

Summary:
Spin multiplicity ... 5
HOMO energy (alpha / beta) ... -5.13 / -7.57 eV
E ... -4616.91086 a.u.

H19O10 | the ωB97M-V functional and the def2-TZVPD basis

Structure (XYZ):
```
29
Properties=species:S:1:pos:R:3:forces:R:3
O -0.09223 1.39693 -2.22129 0.18 0.03 -0.51
H 0.22551 0.57579 -1.79173 -0.18 0.23 0.39
H -1.39673 -0.92782 1.29199 -0.38 0.17 0.32
O -2.80546 2.07475 0.57930 -0.43 -0.23 -0.22
H -3.52144 2.30070 -0.01878 0.03 0.16 0.01
H 0.90799 0.37661 0.25577 0.30 -0.03 -0.07
O 1.97040 -2.31842 -1.47957 1.90 -0.72 -1.91
H -2.70945 1.08939 0.53401 0.63 0.22 0.24
H 1.78127 -2.88083 -0.73299 -0.67 0.88 0.55
O -0.03955 3.94243 -0.95090 0.30 -0.47 -0.11
H 0.11452 -1.94884 0.79936 1.06 0.19 0.18
H -1.01497 1.50374 -1.97291 0.02 -0.18 0.18
O 0.32162 -2.67881 1.42577 -0.83 -0.11 -0.62
H -0.51369 -0.30428 0.04718 -0.36 0.21 0.85
H 0.34832 3.31582 -1.58781 -0.17 0.25 -0.08
O 3.52155 0.48798 1.34234 -0.25 -0.14 0.11
H 2.79160 0.42477 1.96870 0.09 0.17 0.16
H 3.17995 -0.05611 0.62487 0.07 -0.11 -0.33
O -0.70293 2.38568 2.52767 1.15 0.65 0.04
H -1.13491 2.03860 3.30387 -0.52 -0.20 -0.24
H -0.23190 -4.14582 -1.23168 0.39 -0.08 -0.04
O -0.29266 -3.56550 -1.99032 -1.31 -0.24 -0.47
H 0.55883 -3.51341 -2.43152 0.37 0.09 0.48
H -0.43424 -3.25117 1.24051 0.15 -0.24 0.35
O -1.50256 -0.14864 0.74041 0.27 -0.57 -0.94
H 1.47033 -1.49540 -1.56838 -0.33 -0.33 1.44
O 0.70423 -0.42295 -0.24520 -0.67 0.52 -0.25
H -0.20058 3.31643 -0.23371 -0.20 0.30 0.24
H -1.30282 2.42837 1.77503 -0.59 -0.42 0.26
```
Positions in Å, forces in eV/Å.

Summary:
ΔE to the lowest compared entry with this formula, charge and spin ... 26.6 kcal per mole
Charge ... -1
HOMO energy ... -6.12 eV
E ... -763.84808 a.u.